Density functional theory data (wB97M-V/def2-TZVPD) for C24H42Cl2CoGeNO2SSi4 as an isolated structure in a non-equilibrium geometry.

CARTESIAN COORDINATES (ANGSTROEM)
Co1 1.6133 0.2060 -0.3810
C1 -1.2705 6.0351 1.2835
Si1 -1.0568 4.9956 -0.2493
C2 -0.7844 6.0467 -1.7568
C3 -2.5578 3.9143 -0.4563
C4 0.5243 3.9866 0.0786
C5 1.6027 4.6545 0.6661
C6 2.7759 4.0019 1.0309
C7 2.8434 2.6384 0.8550
N1 1.8250 1.9818 0.3012
C8 0.7395 2.6218 -0.1306
S1 -0.2077 1.4686 -1.0462
H1 -2.1955 6.6160 1.2283
H2 -0.4514 6.7456 1.4178
H3 -1.3205 5.4069 2.1759
H4 -1.6195 6.7382 -1.8974
H5 -0.7020 5.4310 -2.6557
H6 0.1294 6.6392 -1.6688
H7 -3.4266 4.5447 -0.6685
H8 -2.7633 3.3507 0.4571
H9 -2.4456 3.2068 -1.2789
H10 1.5313 5.7230 0.8404
H11 3.6122 4.5376 1.4566
H12 3.7071 2.0555 1.1469
Cl1 7.3870 -3.9878 0.3771
C9 6.1778 -2.8007 0.0226
C10 6.5688 -1.4447 -0.1078
C11 5.6574 -0.4743 -0.3944
Cl2 6.1521 1.1724 -0.5412
C12 4.2757 -0.7829 -0.5914
O1 3.4341 0.1137 -0.9197
C13 3.9058 -2.1525 -0.4103
C14 2.5542 -2.5086 -0.4231
O2 1.5895 -1.7254 -0.6529
C15 4.8795 -3.1515 -0.1215
H13 7.6082 -1.1747 0.0291
H14 2.2896 -3.5435 -0.1968
H15 4.5727 -4.1860 -0.0179
C16 -2.7095 0.9086 1.5384
Si2 -3.0369 -0.2680 0.1299
C17 -4.3798 -1.4581 0.6041
C18 -3.4455 0.5335 -1.4946
Ge1 -0.5076 -1.1620 0.1414
Si3 -0.8864 -2.4034 -2.0442
C19 -2.6314 -3.0578 -1.9841
C20 0.2385 -3.8789 -2.1840
C21 -0.5844 -1.1338 -3.3632
Si4 -0.5232 -2.7224 2.0137
C22 -0.7717 -1.6676 3.5380
C23 -1.9548 -3.8985 1.8027
C24 1.0338 -3.7346 2.2023
H16 -3.5185 1.6470 1.5841
H17 -1.7641 1.4384 1.4110
H18 -2.6847 0.3710 2.4870
H19 -5.3244 -0.9131 0.4840
H20 -4.3031 -1.7665 1.6477
H21 -4.4295 -2.3469 -0.0208
H22 -4.2178 1.2902 -1.3138
H23 -3.8463 -0.1891 -2.2060
H24 -2.5904 1.0281 -1.9414
H25 -2.8180 -3.5896 -1.0486
H26 -2.7796 -3.7663 -2.8060
H27 -3.3741 -2.2704 -2.0901
H28 0.2197 -4.4892 -1.2759
H29 1.2693 -3.5882 -2.3877
H30 -0.1066 -4.5046 -3.0124
H31 -1.3929 -0.4022 -3.3973
H32 -0.5057 -1.6070 -4.3470
H33 0.3467 -0.5967 -3.1702
H34 -1.8186 -1.3727 3.6423
H35 -0.1653 -0.7602 3.5001
H36 -0.4956 -2.2202 4.4409
H37 -2.9036 -3.3876 1.6460
H38 -2.0392 -4.4929 2.7182
H39 -1.7963 -4.5896 0.9705
H40 1.9371 -3.1216 2.2540
H41 1.1473 -4.4600 1.3924
H42 0.9579 -4.2964 3.1376

Its charge is +1. Its gap between HOMO and LUMO (alpha / beta) is 6.743 / 5.238 eV. The energy relative to the best compared isomer or geometry (same formula, charge and spin) is 39.8 kcal/mol. Its spin multiplicity is 2. The expectation value of S² is 0.76.

Density functional theory data (wB97M-V/def2-TZVPD) for one molecule with the formula C5H8N2O4 in a non-equilibrium geometry.

CARTESIAN COORDINATES (ANGSTROEM)
C1 -1.9033 0.6218 -0.2879
C2 -1.0757 0.7923 -1.5603
C3 -0.4160 0.5201 -0.1545
C4 0.4734 -1.4047 1.3935
C5 0.4450 -0.8840 -0.0175
N1 0.2745 1.6548 0.5888
N2 1.8814 -0.7507 -0.5017
O1 1.2771 1.4269 1.1768
O2 -0.2856 2.7042 0.6188
O3 2.7849 -1.3969 0.0324
O4 2.0488 0.0622 -1.4017
H1 -2.2920 1.5944 0.1400
H2 -2.5097 -0.2898 -0.0608
H3 -1.0065 -0.0225 -2.3431
H4 -1.2782 1.7161 -1.9850
H5 -0.4758 -1.4461 1.9766
H6 1.2299 -0.8041 1.8745
H7 0.8524 -2.4751 1.3709
H8 -0.0246 -1.6187 -0.8599

Its gap between HOMO and LUMO is 11.045 eV. The energy relative to the best compared isomer or geometry (same formula, charge and spin) is 175.3 kcal/mol. Its SMILES is C[C@H]([N+](=O)[O-])C1([N+](=O)[O-])CC1.

Density functional theory data (wB97M-V/def2-TZVPD) for C22H40ClFN4Pd as an isolated structure in a non-equilibrium geometry.

CARTESIAN COORDINATES (ANGSTROEM)
Pd1 0.9203 -0.9025 -1.3868
Cl1 -0.2796 0.5720 -2.8248
C1 2.7225 -4.2393 0.0421
C2 2.0109 -2.2883 -0.7059
N1 1.6456 -3.5513 -0.4830
H1 4.7494 -3.4926 0.4997
N2 3.2698 -2.1490 -0.2781
H2 2.6737 -5.2828 0.3082
C3 0.2271 -3.9464 -0.3888
C4 0.0392 -5.3991 -0.7619
C5 -0.2533 -3.6547 1.0283
H3 0.5064 -6.1161 -0.0771
H4 -1.0426 -5.5832 -0.7479
H5 0.3725 -5.6089 -1.7859
H6 -1.6488 -3.4351 -1.2206
H7 -0.3035 -3.3280 -2.3851
H8 -0.1382 -2.5808 1.2567
C6 -0.6010 -3.1211 -1.3511
H9 0.2314 -4.3095 1.7682
H10 -1.3230 -3.8844 1.0628
H11 -0.5860 -2.0215 -1.0954
C7 3.7404 -3.3710 0.1422
C8 3.4758 -0.3724 1.3929
H12 4.1776 -0.7926 2.1405
H13 3.5097 0.7341 1.4513
C9 3.8559 -0.8141 -0.0103
H14 3.9296 0.9874 -1.1384
C10 5.3539 -0.8136 -0.1722
H15 5.6401 -0.9907 -1.2164
H16 2.4205 -0.6054 1.6166
H17 2.2848 0.5530 -0.5946
H18 5.8756 -1.5270 0.4710
H19 5.7038 0.1905 0.1078
C11 3.2396 0.1485 -1.0092
H20 3.1219 -0.2819 -2.0188
C12 -3.8402 3.4474 -0.4520
N3 -3.3599 2.2645 0.1108
H21 -2.7206 5.3657 -0.7009
N4 -1.7576 3.6804 0.2493
H22 -4.8219 3.5175 -0.8732
C13 -3.8217 0.8763 -0.0946
C14 -5.3154 0.7881 0.0726
C15 -3.4721 0.3747 -1.4864
H23 -5.8354 1.3666 -0.6967
H24 -5.5832 -0.2664 -0.0559
H25 -5.6322 1.1177 1.0651
H26 -3.3347 -1.0265 0.7860
H27 -3.3107 0.3310 1.9399
H28 -2.3837 0.3661 -1.6551
C16 -3.0522 0.0317 0.9158
H29 -3.9783 0.9410 -2.2821
H30 -3.8154 -0.6655 -1.5500
H31 -1.9571 0.1086 0.7777
C17 -2.8165 4.3525 -0.3596
C18 0.2421 3.5956 -1.1882
H32 -0.1256 4.2634 -1.9792
H33 1.3340 3.6966 -1.1424
C19 -0.3097 3.9632 0.1802
H34 1.4290 2.9846 1.0140
C20 -0.0603 5.4227 0.4479
H35 -0.4481 5.7205 1.4256
H36 0.0318 2.5445 -1.4461
H37 -0.0378 2.0084 1.1413
H38 -0.4992 6.0453 -0.3376
H39 1.0249 5.5626 0.4400
C21 0.3450 3.0447 1.2102
H40 0.1806 3.4511 2.2183
C22 -2.1662 2.4805 0.6644
F1 0.3559 -0.4700 0.6464

Its charge is -2. Its gap between HOMO and LUMO (alpha / beta) is 1.217 / 4.873 eV. Its spin multiplicity is 5. The expectation value of S² is 6.01.

Density functional theory data (wB97M-V/def2-TZVPD) for C37H40BBr2N8OPr as an isolated structure.

CARTESIAN COORDINATES (ANGSTROEM)
Pr1 0.1791 0.1444 0.1014
C1 0.8391 -0.9102 -3.4534
C2 -0.4596 -1.4394 -2.9348
C3 -1.3654 -2.2912 -3.5760
C4 -2.3990 -2.4775 -2.6738
C5 -3.6400 -3.2866 -2.8523
N1 -2.1070 -1.7707 -1.5657
N2 -0.9224 -1.1281 -1.7227
B1 -2.9225 -1.7035 -0.2480
N3 -3.2953 -0.2396 0.0571
N4 -2.3500 0.7206 0.2525
C6 -3.0024 1.8410 0.5647
C7 -2.3255 3.1462 0.8248
C8 -4.3818 1.5973 0.5857
C9 -4.5275 0.2646 0.2589
C10 -5.7880 -0.5255 0.1263
N5 -2.0875 -2.2822 0.9230
N6 -0.8830 -1.7645 1.2636
C11 -0.4293 -2.4515 2.3077
C12 0.8923 -2.1532 2.9405
C13 -1.3627 -3.4348 2.6584
C14 -2.4014 -3.2931 1.7538
C15 -3.6583 -4.0927 1.6730
H1 1.2068 -1.5477 -4.2558
H2 0.7331 0.1021 -3.8482
H3 1.5854 -0.8788 -2.6627
H4 -1.2717 -2.7268 -4.5571
H5 -3.6373 -3.7313 -3.8452
H6 -3.7129 -4.0834 -2.1115
H7 -4.5303 -2.6637 -2.7574
H8 -3.9125 -2.3520 -0.3760
H9 -1.3353 2.9934 1.2506
H10 -2.2287 3.7173 -0.1014
H11 -2.9185 3.7377 1.5208
H12 -5.1607 2.3074 0.8093
H13 -6.6400 0.1262 0.3067
H14 -5.8783 -0.9530 -0.8727
H15 -5.8209 -1.3406 0.8507
H16 1.3817 -1.3092 2.4546
H17 0.7565 -1.8976 3.9913
H18 1.5496 -3.0223 2.8839
H19 -1.2889 -4.1541 3.4572
H20 -3.6525 -4.8435 2.4601
H21 -4.5397 -3.4628 1.7985
H22 -3.7456 -4.6013 0.7118
C16 0.2932 -4.0644 -0.5431
C17 1.6817 -3.4972 -0.5411
C18 2.7699 -4.3966 -0.6218
C19 4.0480 -3.9298 -0.5866
C20 4.2820 -2.5397 -0.5133
C21 5.5630 -1.9533 -0.4885
Br1 7.1290 -3.0435 -0.4891
C22 5.7196 -0.5946 -0.4695
C23 4.5897 0.2185 -0.4971
Br2 4.7935 2.1038 -0.5273
C24 3.2810 -0.2669 -0.5295
O1 2.2525 0.5123 -0.6183
C25 3.1367 -1.7017 -0.4861
N7 1.8633 -2.1977 -0.4588
H23 0.2752 -5.0059 -1.0915
H24 -0.4224 -3.3782 -0.9869
H25 -0.0324 -4.2700 0.4798
H26 2.5738 -5.4571 -0.7073
H27 4.8895 -4.6070 -0.6370
H28 6.7059 -0.1547 -0.4426
C26 0.5546 2.9819 4.6225
C27 1.4416 3.2906 3.6019
C28 1.4296 2.5564 2.4205
C29 0.5343 1.4997 2.1706
C30 -0.3435 1.2293 3.2424
C31 -0.3381 1.9348 4.4396
H29 0.5616 3.5418 5.5499
H30 2.1507 4.1023 3.7247
H31 2.1731 2.8190 1.6679
H32 -1.0869 0.4374 3.1377
H33 -1.0338 1.6661 5.2277
C32 -0.2410 5.6544 -4.1768
C33 -0.2525 4.4778 -3.2471
C34 0.3722 4.5195 -2.0055
C35 0.3717 3.3951 -1.2016
N8 -0.2049 2.2434 -1.5560
C36 -0.8153 2.2024 -2.7407
C37 -0.8674 3.2808 -3.6039
H34 -0.2407 6.5947 -3.6275
H35 -1.0984 5.6321 -4.8476
H36 0.6639 5.6261 -4.7876
H37 0.8608 5.4228 -1.6633
H38 0.8506 3.4092 -0.2279
H39 -1.2986 1.2667 -3.0012
H40 -1.3889 3.1881 -4.5479

Its gap between HOMO and LUMO (alpha / beta) is 7.729 / 7.733 eV. Its spin multiplicity is 3. The expectation value of S² is 2.00.

Copy entry 1 word for word.
Density functional theory data (wB97M-V/def2-TZVPD) for C24H42Cl2CoGeNO2SSi4 as an isolated structure in a non-equilibrium geometry.

CARTESIAN COORDINATES (ANGSTROEM)
Co1 1.6133 0.2060 -0.3810
C1 -1.2705 6.0351 1.2835
Si1 -1.0568 4.9956 -0.2493
C2 -0.7844 6.0467 -1.7568
C3 -2.5578 3.9143 -0.4563
C4 0.5243 3.9866 0.0786
C5 1.6027 4.6545 0.6661
C6 2.7759 4.0019 1.0309
C7 2.8434 2.6384 0.8550
N1 1.8250 1.9818 0.3012
C8 0.7395 2.6218 -0.1306
S1 -0.2077 1.4686 -1.0462
H1 -2.1955 6.6160 1.2283
H2 -0.4514 6.7456 1.4178
H3 -1.3205 5.4069 2.1759
H4 -1.6195 6.7382 -1.8974
H5 -0.7020 5.4310 -2.6557
H6 0.1294 6.6392 -1.6688
H7 -3.4266 4.5447 -0.6685
H8 -2.7633 3.3507 0.4571
H9 -2.4456 3.2068 -1.2789
H10 1.5313 5.7230 0.8404
H11 3.6122 4.5376 1.4566
H12 3.7071 2.0555 1.1469
Cl1 7.3870 -3.9878 0.3771
C9 6.1778 -2.8007 0.0226
C10 6.5688 -1.4447 -0.1078
C11 5.6574 -0.4743 -0.3944
Cl2 6.1521 1.1724 -0.5412
C12 4.2757 -0.7829 -0.5914
O1 3.4341 0.1137 -0.9197
C13 3.9058 -2.1525 -0.4103
C14 2.5542 -2.5086 -0.4231
O2 1.5895 -1.7254 -0.6529
C15 4.8795 -3.1515 -0.1215
H13 7.6082 -1.1747 0.0291
H14 2.2896 -3.5435 -0.1968
H15 4.5727 -4.1860 -0.0179
C16 -2.7095 0.9086 1.5384
Si2 -3.0369 -0.2680 0.1299
C17 -4.3798 -1.4581 0.6041
C18 -3.4455 0.5335 -1.4946
Ge1 -0.5076 -1.1620 0.1414
Si3 -0.8864 -2.4034 -2.0442
C19 -2.6314 -3.0578 -1.9841
C20 0.2385 -3.8789 -2.1840
C21 -0.5844 -1.1338 -3.3632
Si4 -0.5232 -2.7224 2.0137
C22 -0.7717 -1.6676 3.5380
C23 -1.9548 -3.8985 1.8027
C24 1.0338 -3.7346 2.2023
H16 -3.5185 1.6470 1.5841
H17 -1.7641 1.4384 1.4110
H18 -2.6847 0.3710 2.4870
H19 -5.3244 -0.9131 0.4840
H20 -4.3031 -1.7665 1.6477
H21 -4.4295 -2.3469 -0.0208
H22 -4.2178 1.2902 -1.3138
H23 -3.8463 -0.1891 -2.2060
H24 -2.5904 1.0281 -1.9414
H25 -2.8180 -3.5896 -1.0486
H26 -2.7796 -3.7663 -2.8060
H27 -3.3741 -2.2704 -2.0901
H28 0.2197 -4.4892 -1.2759
H29 1.2693 -3.5882 -2.3877
H30 -0.1066 -4.5046 -3.0124
H31 -1.3929 -0.4022 -3.3973
H32 -0.5057 -1.6070 -4.3470
H33 0.3467 -0.5967 -3.1702
H34 -1.8186 -1.3727 3.6423
H35 -0.1653 -0.7602 3.5001
H36 -0.4956 -2.2202 4.4409
H37 -2.9036 -3.3876 1.6460
H38 -2.0392 -4.4929 2.7182
H39 -1.7963 -4.5896 0.9705
H40 1.9371 -3.1216 2.2540
H41 1.1473 -4.4600 1.3924
H42 0.9579 -4.2964 3.1376

Its charge is +1. Its gap between HOMO and LUMO (alpha / beta) is 6.743 / 5.238 eV. The energy relative to the best compared isomer or geometry (same formula, charge and spin) is 39.8 kcal/mol. Its spin multiplicity is 2. The expectation value of S² is 0.76.